# C28H41Br2FN2O3P

A 2-piece molecular cluster, C28H41Br2FN2O3P overall (ωB97M-V with the def2-TZVPD basis set, the Open Molecules 2025 dataset).

Geometry as XYZ:
```
78
Properties=species:S:1:pos:R:3
C 0.14 2.09 -0.99
C 1.19 1.72 0.06
F 1.88 2.84 0.51
C 2.15 0.58 -0.33
C 3.27 0.68 -1.06
P 3.86 2.26 -1.80
C 5.55 2.06 -2.55
C 2.76 2.56 -3.30
C 4.06 -0.59 -1.29
O 5.27 -0.63 -1.36
C 3.22 -1.85 -1.44
C 3.63 -2.87 -2.29
C 2.83 -3.96 -2.41
C 1.63 -4.10 -1.74
C 0.84 -5.37 -2.03
C 0.65 -5.55 -3.57
N -0.74 -5.88 -3.94
C 1.23 -3.10 -0.86
C -0.08 -3.22 -0.11
Br 0.19 -3.64 1.80
C -0.98 -1.97 -0.33
C -0.80 -1.43 -1.75
Br -2.85 -2.61 -0.24
C 2.05 -1.97 -0.73
C 1.74 -0.79 0.19
O 1.23 -0.90 1.29
H -0.26 1.19 -1.47
H 0.48 2.84 -1.70
H -0.71 2.52 -0.43
H 0.62 1.37 0.93
H 6.36 2.14 -1.82
H 5.67 2.87 -3.28
H 5.59 1.12 -3.11
H 2.44 3.60 -3.30
H 3.35 2.34 -4.20
H 1.92 1.87 -3.19
H 4.57 -2.78 -2.83
H 3.16 -4.76 -3.08
H -0.16 -5.39 -1.58
H 1.39 -6.23 -1.62
H 1.27 -6.41 -3.85
H 0.97 -4.66 -4.11
H -1.38 -5.79 -3.17
H -1.08 -5.29 -4.69
H -0.67 -4.05 -0.48
H -0.90 -1.23 0.46
H -0.79 -2.28 -2.44
H -1.63 -0.75 -2.00
H 0.13 -0.88 -1.91
C -3.39 4.43 2.73
C -2.21 3.47 2.97
C -2.33 2.86 4.38
C -3.46 1.84 4.56
C -3.80 1.10 3.26
C -2.68 1.09 2.21
N -2.30 2.46 1.91
O -1.29 2.54 0.94
C -3.27 0.47 0.94
C -1.53 0.19 2.69
C -0.93 4.30 2.97
H -3.31 4.90 1.75
H -3.42 5.24 3.48
H -4.35 3.91 2.77
H -1.39 2.38 4.64
H -2.46 3.66 5.12
H -3.16 1.12 5.33
H -4.36 2.33 4.94
H -4.11 0.08 3.50
H -4.68 1.58 2.81
H -4.06 1.11 0.53
H -3.71 -0.51 1.16
H -2.51 0.34 0.17
H -1.89 -0.83 2.88
H -1.07 0.54 3.62
H -0.74 0.12 1.94
H -0.97 5.06 3.76
H -0.79 4.82 2.02
H -0.05 3.68 3.15
```

Output
**Orbital gap**: 3.541 eV
**ΔE to the lowest compared entry with this formula, charge and spin**: 0.0 kJ/mol
**Total charge**: -1
**LUMO**: 1.394 eV
**E_HOMO**: -2.15 eV



# C2H6N3O

An isolated ion of composition C2H6N3O and charge +1 (ωB97M-V with the def2-TZVPD basis set, the Open Molecules 2025 dataset).

Geometry as XYZ:
```
12
Properties=species:S:1:pos:R:3
C -1.03 0.27 -0.17
C 1.68 0.71 0.61
N -1.90 -0.57 0.41
N 0.15 -0.44 -0.69
N 1.37 0.04 -0.42
O -1.08 1.47 -0.18
H 0.84 0.90 1.37
H 2.62 1.01 0.87
H -1.91 -1.58 0.30
H 0.21 -1.12 -1.42
H 1.93 -0.35 -1.17
H -2.88 -0.33 0.51
```

Output
**Orbital gap (spin up / spin down)**: 7.862 / 7.574 eV
**ΔE to the lowest compared entry with this formula, charge and spin**: 21.7 kJ/mol
**Spin multiplicity**: 3
**Total charge**: +1
**LUMO (spin up / spin down)**: -3.942 / -8.260 eV
**Expectation value of S²**: 2.008
**E_HOMO (spin up / spin down)**: -11.80 / -15.83 eV



# C4H6N2O

One molecule with the formula C4H6N2O (ωB97M-V with the def2-TZVPD basis set, the Open Molecules 2025 dataset).

Geometry as XYZ:
```
13
Properties=species:S:1:pos:R:3
H 0.02 1.86 -1.66
N -0.69 1.46 -1.03
C -0.11 0.64 -0.22
C -0.81 -0.07 0.88
C -2.10 -0.40 0.76
C 1.40 0.38 -0.35
N 1.78 -0.93 -0.26
O 2.16 1.30 -0.60
H -0.23 -0.31 1.77
H -2.66 -0.16 -0.14
H -2.62 -0.93 1.55
H 2.75 -1.15 -0.47
H 1.11 -1.68 -0.24
```

Output
**Orbital gap**: 10.106 eV
**Structure (SMILES)**: [H]/N=C(/C=C)C(N)=O
**ΔE to the lowest compared entry with this formula, charge and spin**: 114.3 kJ/mol
**Total charge**: 0
**LUMO**: 0.210 eV
**E_HOMO**: -9.90 eV



# C6H7I3

A 2-piece molecular cluster, C6H7I3 overall (ωB97M-V with the def2-TZVPD basis set, the Open Molecules 2025 dataset).

Geometry as XYZ:
```
16
Properties=species:S:1:pos:R:3
C -3.12 -0.12 1.28
C -2.80 0.46 0.10
C -1.65 1.27 -0.09
C -0.53 1.23 0.61
I 1.04 2.76 0.20
H -2.68 0.24 2.20
H -3.82 -0.85 1.60
H -3.43 0.47 -0.77
H -1.69 2.02 -0.80
H -0.16 0.48 1.22
I 5.37 -0.26 -1.28
C 3.62 -1.44 -1.44
C 2.74 -1.32 -0.49
I 0.87 -2.28 -0.32
H 3.35 -2.09 -2.38
H 2.89 -0.58 0.37
```

Output
**Orbital gap**: 8.816 eV
**Structure (SMILES)**: C=C/C=C/I.I/C=C/I
**Total charge**: 0
**LUMO**: 0.003 eV
**E_HOMO**: -8.81 eV



# C25H33F4OSi

A 2-piece molecular cluster, C25H33F4OSi overall (ωB97M-V with the def2-TZVPD basis set, the Open Molecules 2025 dataset).

Geometry as XYZ:
```
64
Properties=species:S:1:pos:R:3
C -0.53 -2.80 -1.04
C -0.92 -2.07 -2.31
C 0.16 -2.20 -3.38
Si -1.37 -0.24 -2.03
C -1.24 0.80 -3.63
C -0.99 2.29 -3.38
C -2.46 0.59 -4.53
C -3.07 0.01 -1.21
C -3.02 0.99 -0.04
C -3.75 -1.29 -0.78
O -0.21 0.29 -0.88
C 1.09 0.57 -1.06
C 1.79 1.14 -0.02
C 3.12 1.78 -0.33
H -0.48 -3.89 -1.22
H 0.47 -2.48 -0.68
H -1.25 -2.65 -0.22
H -1.86 -2.50 -2.69
H 0.46 -3.26 -3.48
H -0.20 -1.87 -4.37
H 1.07 -1.62 -3.12
H -0.35 0.39 -4.15
H -0.88 2.81 -4.35
H -1.85 2.76 -2.85
H -0.07 2.48 -2.80
H -2.24 0.89 -5.56
H -2.79 -0.46 -4.56
H -3.30 1.21 -4.18
H -3.67 0.47 -2.01
H -4.05 1.25 0.26
H -2.54 0.55 0.85
H -2.51 1.93 -0.30
H -4.78 -1.07 -0.42
H -3.84 -2.00 -1.61
H -3.22 -1.77 0.05
H 1.53 0.37 -2.04
H 1.16 1.66 0.75
H 3.92 1.05 -0.10
H 3.25 2.13 -1.39
H 3.26 2.66 0.33
F 2.37 2.69 5.91
C 2.95 2.08 4.80
C 4.32 2.26 4.61
C 4.85 1.64 3.46
F 6.20 1.81 3.21
C 4.09 0.89 2.57
C 2.68 0.74 2.77
C 1.91 -0.03 1.80
C 0.68 -0.71 2.22
C 0.55 -2.13 2.21
C -0.67 -2.71 2.55
F -0.80 -4.09 2.49
C -1.78 -1.96 2.96
C -1.64 -0.57 2.88
F -2.78 0.22 3.05
C -0.42 0.04 2.61
C 2.13 1.33 3.94
H 4.92 2.84 5.27
H 4.60 0.36 1.77
H 2.53 -0.70 1.19
H 1.41 -2.77 1.99
H -2.71 -2.43 3.28
H -0.36 1.12 2.70
H 1.09 1.17 4.23
```

Output
**Orbital gap**: 6.745 eV
**ΔE to the lowest compared entry with this formula, charge and spin**: 12.5 kJ/mol
**Total charge**: +1
**LUMO**: -5.550 eV
**E_HOMO**: -12.29 eV



# C30H39FGeN4OPtS

C30H39FGeN4OPtS as an isolated structure (ωB97M-V with the def2-TZVPD basis set, the Open Molecules 2025 dataset).

Geometry as XYZ:
```
78
Properties=species:S:1:pos:R:3
Pt 1.20 0.89 0.58
N 3.88 1.17 3.95
C 3.23 1.16 2.75
S 1.48 1.09 2.83
N 3.94 1.17 1.67
N 3.20 1.11 0.50
C 3.90 1.16 -0.58
C 3.43 1.09 -1.93
C 4.42 1.05 -2.93
C 4.09 0.93 -4.26
C 2.74 0.85 -4.61
C 1.75 0.91 -3.65
C 2.06 1.03 -2.28
O 1.07 1.15 -1.43
H 3.36 1.40 4.77
H 4.85 1.46 3.93
H 4.97 1.25 -0.42
H 5.46 1.10 -2.64
H 4.86 0.89 -5.02
H 2.46 0.75 -5.65
H 0.70 0.87 -3.93
C -0.74 -2.77 3.22
C -1.16 -1.39 2.73
C -2.07 -0.72 3.77
C -1.82 -1.38 1.37
C -2.62 -2.46 1.02
C -3.43 -2.42 -0.10
C -3.47 -1.27 -0.86
C -2.64 -0.18 -0.59
C -2.80 1.07 -1.44
C -4.25 1.36 -1.82
C -1.94 1.02 -2.70
C -1.74 -0.26 0.50
N -0.86 0.82 0.77
C -1.43 2.02 1.13
C -2.77 2.16 1.56
C -3.31 3.38 1.91
C -2.56 4.55 1.85
C -1.25 4.46 1.41
C -0.74 3.23 1.07
F 0.56 3.21 0.58
H -0.07 -2.67 4.07
H -0.22 -3.34 2.45
H -1.60 -3.36 3.55
H -0.26 -0.79 2.68
H -3.02 -1.25 3.84
H -2.28 0.32 3.51
H -1.59 -0.73 4.75
H -2.64 -3.33 1.66
H -4.06 -3.27 -0.35
H -4.15 -1.22 -1.70
H -2.47 1.92 -0.84
H -4.62 0.65 -2.57
H -4.31 2.35 -2.26
H -4.92 1.32 -0.96
H -2.29 0.23 -3.36
H -0.90 0.83 -2.44
H -1.99 1.97 -3.23
H -3.38 1.27 1.61
H -4.34 3.42 2.24
H -2.99 5.50 2.13
H -0.61 5.33 1.32
C 1.47 -4.07 0.13
Ge 1.66 -2.37 -0.83
C 0.21 -2.22 -2.11
C 3.40 -2.39 -1.73
C 1.54 -1.13 0.71
H 1.53 -4.90 -0.58
H 0.49 -4.12 0.62
H 2.24 -4.20 0.88
H 0.27 -3.06 -2.81
H 0.27 -1.30 -2.68
H -0.75 -2.25 -1.61
H 3.46 -3.30 -2.33
H 4.22 -2.40 -1.01
H 3.53 -1.54 -2.40
H 2.44 -1.25 1.32
H 0.70 -1.51 1.28
```

Output
**Orbital gap**: 7.057 eV
**ΔE to the lowest compared entry with this formula, charge and spin**: 8.6 kJ/mol
**Total charge**: 0
**LUMO**: -0.176 eV
**E_HOMO**: -7.23 eV



Number 1: E_tot -190912.9190 eV. Number 2: E_tot -8676.9635 eV. Number 3: E_tot -9272.3168 eV. Number 4: E_tot -30634.0705 eV. Number 5: E_tot -47248.1452 eV. Number 6: E_tot -113066.8143 eV.